Below is a molecular structure, C31H36N5O10SiW, with properties calculated with ωB97M-V/def2-TZVPD.

Geometry as XYZ:
```
84
Properties=species:S:1:pos:R:3:forces:R:3
W -0.3541 -0.2081 0.5866 -0.4001 -0.7820 0.1807
C -1.5650 -3.1678 -0.2979 0.0099 0.0239 0.0004
N -0.4251 -2.7933 0.5706 0.0265 0.0683 0.0310
C -0.7223 -3.4409 1.8724 -0.0020 -0.0006 -0.0209
C 0.0758 -3.0241 3.1009 0.0159 -0.0113 0.0247
C -0.0089 -1.5166 3.4015 -0.0061 0.0000 -0.0152
N -1.0562 -0.9227 2.5817 0.0710 0.0839 -0.1446
C -2.1889 -0.6583 3.1052 -0.0410 0.0067 0.0094
C -3.3512 -0.1384 2.4264 0.0396 0.0190 0.0041
C -4.4464 0.2593 3.2078 -0.0266 0.0108 -0.0029
C -5.6031 0.7340 2.6369 0.0150 -0.0118 0.0150
C -5.6789 0.8005 1.2393 -0.0205 0.0184 -0.0270
C -4.6303 0.4034 0.4459 0.0248 0.0042 0.0196
C -3.4250 -0.0729 1.0108 -0.0391 -0.0693 -0.0118
O -2.4649 -0.4785 0.2360 0.2467 0.2299 0.0237
C 0.7692 -3.4111 -0.0582 -0.0221 0.0031 -0.0283
C 2.1236 -2.9158 0.4013 -0.0027 0.0008 0.0261
C 2.4257 -1.4864 -0.0112 -0.0064 0.0205 -0.0215
N 1.7362 -0.4874 0.7999 0.0943 0.2333 -0.0456
C 2.4764 0.7395 0.7414 0.0654 -0.0008 0.0048
C 2.2816 1.6329 1.9326 -0.0315 0.0023 0.0000
C 3.3646 2.2934 2.4930 -0.0003 0.0021 -0.0110
C 3.2197 3.1489 3.5774 0.0052 -0.0010 0.0013
C 1.9500 3.3389 4.1091 -0.0049 0.0009 0.0051
C 0.8561 2.6840 3.5707 0.0063 0.0028 -0.0026
C 1.0023 1.8208 2.4742 -0.0017 0.0025 0.0081
O -0.0656 1.2136 2.0015 -0.0194 0.0629 0.0959
H -1.6114 -4.2601 -0.3924 -0.0045 -0.0011 0.0040
H -1.4369 -2.7359 -1.2844 -0.0040 0.0028 -0.0047
H -2.4912 -2.7885 0.1214 -0.0048 -0.0038 -0.0007
H -0.6326 -4.5274 1.7377 0.0074 0.0002 0.0124
H -1.7732 -3.2397 2.0780 0.0006 -0.0054 0.0095
H 1.1149 -3.3409 3.0399 -0.0045 0.0168 -0.0114
H -0.3659 -3.5848 3.9302 0.0074 -0.0020 0.0006
H 0.9242 -1.0190 3.1391 0.0013 -0.0022 0.0035
H -0.2127 -1.3435 4.4625 -0.0175 -0.0036 -0.0025
H -2.3084 -0.8383 4.1787 0.0104 -0.0114 -0.0063
H -4.3628 0.1916 4.2878 0.0114 -0.0042 -0.0005
H -6.4348 1.0495 3.2519 -0.0036 0.0034 -0.0060
H -6.5803 1.1777 0.7703 -0.0032 -0.0032 0.0067
H -4.6828 0.4633 -0.6336 -0.0027 -0.0009 -0.0019
H 0.7020 -3.2119 -1.1259 0.0137 0.0035 0.0160
H 0.6877 -4.5002 0.0725 0.0042 0.0015 0.0067
H 2.8592 -3.5732 -0.0735 0.0011 0.0074 -0.0154
H 2.2643 -3.0142 1.4785 -0.0002 -0.0086 -0.0077
H 2.2200 -1.3764 -1.0857 0.0017 -0.0056 0.0050
H 3.5063 -1.3418 0.1152 0.0032 -0.0021 0.0021
H 3.5508 0.5113 0.6885 0.0012 -0.0177 0.0161
H 4.3483 2.1322 2.0607 0.0019 -0.0003 0.0003
H 4.0783 3.6577 3.9967 0.0004 0.0004 -0.0009
H 1.8093 4.0069 4.9513 -0.0007 0.0005 -0.0002
H -0.1408 2.8318 3.9679 -0.0006 -0.0011 0.0002
O -1.8001 2.9861 -1.6693 -0.0149 -0.0159 0.0110
C -1.3656 1.8724 -1.4243 -0.0175 0.0519 0.0024
O -0.7835 1.5644 -0.3142 0.0865 0.1484 -0.1244
C -1.4575 0.8182 -2.5022 0.0562 -0.0167 0.0204
C -2.2066 1.1193 -3.6188 -0.0006 -0.0345 0.0147
C -2.2806 0.2295 -4.6818 -0.1704 -0.0937 0.0599
C -1.5656 -0.9513 -4.6773 -0.0256 0.0188 0.0691
C -0.7861 -1.2221 -3.5769 0.0346 -0.0831 0.0506
C -0.7402 -0.3997 -2.4223 -0.0614 0.0916 -0.0419
O -0.0863 -0.7855 -1.3738 -0.0701 -0.0658 -0.0078
N 0.0246 -2.4384 -3.6391 0.0641 0.0722 -0.2781
O 1.1897 -2.3657 -3.3016 -0.0279 -0.0273 0.0907
O -0.4981 -3.4449 -4.0905 -0.0138 -0.0118 0.1071
N -3.1027 0.5473 -5.8423 0.6742 0.4118 -0.3449
O -3.7029 1.6054 -5.8458 -0.2563 -0.1184 0.1240
O -3.0651 -0.2154 -6.7948 -0.2372 -0.1685 0.1018
H -2.7241 2.0673 -3.6452 -0.0077 -0.0030 -0.0010
H -1.6056 -1.6357 -5.5105 -0.0012 -0.0044 0.0011
C 3.0121 4.0941 -1.1809 0.0335 -0.0067 0.0172
Si 2.9946 2.2702 -1.5828 -0.0130 0.0169 0.0137
C 2.1298 1.9741 -3.2104 0.0160 -0.0222 0.0140
C 4.7532 1.6142 -1.6448 -0.0018 -0.0019 -0.0151
O 2.1320 1.4563 -0.4574 -0.0495 -0.0398 -0.0419
H 3.5349 4.6794 -1.9418 -0.0012 0.0021 -0.0007
H 3.4972 4.2682 -0.2169 -0.0055 0.0101 -0.0022
H 1.9859 4.4608 -1.1065 -0.0016 -0.0010 -0.0030
H 2.6623 2.4334 -4.0474 0.0013 0.0042 0.0051
H 1.1199 2.3910 -3.1842 -0.0054 -0.0043 0.0135
H 2.0472 0.9005 -3.4017 -0.0048 0.0038 -0.0035
H 5.3214 2.1031 -2.4403 0.0000 0.0028 0.0006
H 4.7588 0.5387 -1.8396 0.0005 0.0015 0.0039
H 5.2802 1.7913 -0.7039 0.0045 0.0004 0.0001
```
Forces are in eV/Å.

Calculated values
Charge: -1
Orbital gap (spin up / spin down): 5.9302 / 7.2454 eV
Spin multiplicity: 3
Energy above the lowest of the compared OMol25 structures with the same formula, charge and spin: 1.00 kcal/mol
E_LUMO (spin up / spin down): 2.07 / 2.07 eV
Strongest force on any atom: 0.017 Eh/bohr


Below is a molecular structure, C21H20Cl2CrN6O5S, with properties calculated with ωB97M-V/def2-TZVPD.

Geometry as XYZ:
```
56
Properties=species:S:1:pos:R:3:forces:R:3
Cr -0.5822 -0.9664 0.2711 0.6468 0.3144 -0.5415
N 0.4825 4.3387 -1.4124 0.0755 -0.0818 0.0176
C -0.2150 3.4760 -0.6706 -0.0066 0.1054 -0.0337
N 0.1246 2.2544 -0.4127 0.1664 -0.1123 0.0111
C 1.3639 1.7715 -0.8953 -0.1795 0.3040 0.0028
N 1.8650 0.6320 -0.6039 -0.0864 -0.4149 -0.0462
N 1.1648 -0.2876 0.1180 -0.4992 -0.1077 -0.0339
C 2.0553 -1.2579 0.7165 0.2912 -0.1087 0.3010
C 1.4655 -1.6259 2.0576 -0.0814 0.0198 0.0784
C 2.2050 -2.0471 3.1419 0.0404 0.0077 -0.0553
C 1.5312 -2.3912 4.3022 -0.0098 -0.0143 0.0351
C 0.1481 -2.3046 4.3384 -0.0023 -0.0018 0.0102
C -0.5207 -1.8710 3.2101 0.0773 0.0165 -0.0009
N 0.1301 -1.5319 2.0985 -0.0030 -0.0683 -0.0327
C 2.1489 2.6651 -1.7699 -0.0314 -0.0831 0.0131
C 3.3394 2.2576 -2.3736 0.0268 -0.0194 -0.0206
C 4.0473 3.1282 -3.1780 0.0016 -0.0519 0.0087
C 3.5767 4.4209 -3.4007 -0.0348 0.0192 0.0128
C 2.3946 4.8404 -2.8225 0.0274 0.0023 -0.0166
C 1.6924 3.9559 -2.0142 -0.1279 0.0764 0.0565
H 0.1334 5.2740 -1.5408 0.0054 0.0242 -0.0167
H -1.1426 3.8594 -0.2577 -0.0055 -0.0221 -0.0067
H 3.0599 -0.8537 0.8150 0.0477 -0.0299 0.0145
H 3.2808 -2.1204 3.0664 -0.0011 -0.0050 0.0132
H 2.0792 -2.7302 5.1711 0.0013 0.0009 -0.0079
H -0.4095 -2.5697 5.2250 0.0100 -0.0063 0.0009
H -1.5993 -1.7888 3.1867 0.0040 0.0009 -0.0087
H 3.6881 1.2501 -2.1949 0.0088 0.0013 0.0044
H 4.9701 2.8037 -3.6385 -0.0037 0.0040 -0.0011
H 4.1338 5.0999 -4.0316 -0.0013 -0.0012 0.0035
H 2.0166 5.8414 -2.9920 0.0047 -0.0078 0.0004
O -1.4092 0.7278 0.9883 0.0724 0.1990 -0.1116
C -2.8220 0.8336 0.8661 0.0366 0.0205 -0.0020
C -3.4114 -0.5530 0.9249 -0.0172 -0.0576 -0.0082
C -4.7448 -0.7934 1.2057 0.0218 0.0164 -0.0028
C -5.1939 -2.1040 1.2165 -0.0144 -0.0233 0.0018
C -4.3006 -3.1337 0.9563 -0.0137 -0.0023 -0.0140
C -2.9832 -2.8179 0.6909 -0.0237 0.0697 0.0182
N -2.5536 -1.5488 0.6756 -0.0464 -0.1032 0.0992
H -0.8575 1.4369 0.4522 -0.1419 -0.1306 0.1560
H -3.0887 1.3109 -0.0831 -0.0154 -0.0272 -0.0186
H -3.2165 1.4446 1.6795 -0.0059 0.0197 0.0042
H -5.4131 0.0312 1.4148 -0.0061 -0.0090 0.0010
H -6.2315 -2.3216 1.4317 0.0031 0.0033 0.0022
H -4.6135 -4.1677 0.9594 -0.0134 0.0067 0.0015
H -2.2349 -3.5711 0.4791 0.0040 0.0080 0.0060
Cl -1.4327 -0.3032 -2.0356 -0.0096 -0.0249 -0.0386
C -0.1677 -0.1559 -3.3396 -0.1215 0.0456 0.0673
Cl 1.0287 -1.4074 -3.2826 0.0285 -0.0189 0.0264
H 0.2827 0.8212 -3.2070 0.0460 -0.0235 -0.0123
H -0.7399 -0.2242 -4.2565 0.0223 0.0363 -0.0298
O 0.9078 -4.1403 1.0359 0.0664 -0.0329 -0.0189
S 1.0630 -3.5164 -0.2437 -0.3882 0.0720 -0.0187
O -0.1569 -2.6527 -0.5463 0.0713 -0.0975 0.1459
O 2.2408 -2.4211 -0.1203 0.0176 0.2746 0.0283
O 1.4208 -4.2967 -1.3713 0.0660 0.0188 -0.0439
```
Forces are in eV/Å.

Calculated values
Charge: +1
Orbital gap (spin up / spin down): 6.6681 / 7.9818 eV
Spin multiplicity: 2
Energy above the lowest of the compared OMol25 structures with the same formula, charge and spin: 0.00 kcal/mol
E_LUMO (spin up / spin down): -3.97 / -2.78 eV
Strongest force on any atom: 0.018 Eh/bohr


Below is a molecular structure, C4H11BaO3 in a non-equilibrium geometry, with properties calculated with ωB97M-V/def2-TZVPD.

Geometry as XYZ:
```
19
Properties=species:S:1:pos:R:3:forces:R:3
C 0.0159 1.1686 -1.3564 0.4830 0.1815 0.0724
O 0.1594 -0.0281 -0.6373 0.0175 0.2776 -0.6549
C 0.0414 0.1359 0.7522 -0.1865 0.4211 0.7402
C 0.5245 -1.1022 1.4645 -0.0999 -0.5491 0.2743
O 1.7969 -0.8763 2.0154 0.0018 0.4044 -0.1866
C 2.2327 -1.9179 2.8510 0.1155 -0.4245 0.2318
H -0.2083 2.0307 -0.7028 -0.1382 -0.2883 -0.1809
H 0.9560 1.4204 -1.8801 -0.4163 -0.1906 0.0303
H -1.0152 0.3104 1.0312 0.1874 0.0547 -0.1972
H 0.6303 1.0089 1.0919 -0.1423 -0.3693 -0.0290
H 0.5567 -1.9507 0.7560 -0.0889 0.2173 0.1376
H -0.2008 -1.3588 2.2582 0.2501 0.0008 -0.0795
H 3.2509 -1.6795 3.1805 -0.3045 -0.0510 -0.1239
H 1.5831 -2.0170 3.7381 0.1348 0.0212 -0.2116
H 2.2417 -2.8829 2.3150 0.0376 0.2173 0.1390
Ba -3.4575 2.2895 -3.2522 -0.0156 -0.3028 -1.3525
O -3.8217 2.0381 -5.4707 0.1790 0.3148 1.9174
H -4.5027 2.3826 -6.0451 -0.0847 -0.0590 -0.5167
H -0.7832 1.0285 -2.1093 0.0703 0.1238 -0.0102
```
Forces are in eV/Å.

Calculated values
Charge: +1
Orbital gap: 7.2213 eV
Energy above the lowest of the compared OMol25 structures with the same formula, charge and spin: 13.36 kcal/mol
E_LUMO: -4.74 eV
Strongest force on any atom: 0.038 Eh/bohr